Run one
62
Properties=species:S:1:pos:R:3 method="wB97M-V/def2-TZVPD" total_charge=-1 homo_lumo_gap_ev=8.44 spin_multiplicity=1
O -2.216 -1.217 -1.127
H -1.428 -1.012 -1.634
H -2.229 -0.896 -0.225
O 3.600 0.688 2.696
H -1.437 -0.246 -4.917
H 3.595 1.261 3.472
O -2.827 -4.169 1.408
H 0.079 -2.697 1.967
H -3.491 -4.092 0.711
O -0.030 -3.395 2.678
H -0.984 -2.283 0.480
H 1.367 -2.462 -2.857
O 1.327 -1.457 3.960
H 1.497 -2.193 3.359
H 0.596 -0.989 3.597
O 3.043 -3.322 0.019
H -1.904 2.635 1.455
H 3.808 -2.882 0.405
O -0.969 2.600 1.740
H -2.577 -3.234 1.408
H 2.780 0.215 2.895
O -1.585 2.386 4.350
H -0.529 -2.954 3.368
H 3.526 -3.916 -0.571
O 0.996 -2.044 -0.981
H -1.253 1.510 4.599
H 0.301 -1.848 -0.140
O 0.091 0.324 -4.016
H -0.419 2.262 1.013
H -0.061 1.280 -3.933
O 1.533 1.901 -0.250
H -3.869 0.800 -1.421
H 2.107 1.477 0.393
O 4.188 1.339 -1.800
H 4.052 2.190 -1.377
H 4.335 0.685 -1.111
O -0.492 -1.576 0.906
H -0.507 0.387 -0.168
H 0.612 -2.830 -1.387
O -3.489 3.011 0.761
H -3.891 2.216 1.118
H -4.087 3.751 0.668
O -0.830 1.003 -0.850
H 0.035 4.531 -1.915
H -1.753 0.837 -1.040
O -4.421 0.508 -0.690
H -4.226 -0.454 -0.725
O 1.443 -2.616 -3.821
H 0.483 0.282 -3.130
H 1.401 -1.747 -4.215
O 0.948 2.193 3.565
H 3.162 0.088 -2.802
H 0.109 2.404 3.042
O 2.546 -0.643 -2.630
H -1.157 4.162 -0.899
H 2.887 -0.941 -1.847
O -0.578 4.827 -1.252
H -1.503 2.180 3.375
H 0.742 2.889 4.206
O -2.196 -0.663 -4.465
H -1.835 -1.541 -4.297
H 1.587 1.499 -1.119

Run two
62
Properties=species:S:1:pos:R:3 method="wB97M-V/def2-TZVPD" total_charge=-1 homo_lumo_gap_ev=8.75 spin_multiplicity=1
O -3.148 3.948 0.296
H -3.616 3.728 1.114
H -2.266 3.649 0.607
O 0.953 -1.501 3.141
H -3.303 0.533 2.512
H -1.556 2.811 -4.213
O 0.240 -2.863 -0.510
H 1.019 -4.513 0.043
H -0.459 -2.988 -1.153
O 1.533 -5.295 0.307
H 2.163 1.080 -4.219
H 0.225 -0.903 0.750
O 1.165 -0.708 0.468
H 1.732 -0.753 1.242
H 1.537 3.456 -2.031
O 4.752 1.972 1.482
H -0.454 1.403 0.356
H 4.474 2.686 2.060
O -0.736 2.305 0.141
H -0.065 -2.485 0.319
H 0.967 -2.433 2.899
O 1.689 3.099 3.070
H 2.377 -5.045 -0.097
H 4.128 1.256 1.556
O -0.621 -4.062 3.578
H 1.584 2.493 2.318
H 1.215 -0.007 -3.858
O 1.492 3.693 -2.958
H -1.013 2.019 -0.751
H -0.383 1.959 -3.702
O -4.825 2.326 -0.871
H -2.738 0.706 -3.198
H -4.274 3.119 -0.762
O 3.686 -3.620 -0.716
H 3.408 -2.945 -1.386
H 3.328 -3.056 -0.009
O 1.989 0.453 -3.508
H -0.031 -3.374 3.204
H -1.103 -3.330 4.012
O -3.701 -1.239 -1.405
H -4.089 -2.104 -1.231
H -2.855 -1.445 -1.798
O -1.191 -1.233 1.572
H 2.623 -1.695 -3.097
H -1.585 -1.994 1.155
O -2.310 0.858 -2.350
H 1.489 2.777 -3.280
O -0.899 2.166 -4.487
H 0.096 -1.195 2.749
H -3.036 1.205 -1.822
O 1.814 1.550 -0.711
H -0.317 0.862 4.576
H 1.277 2.334 -0.677
O -0.488 0.383 5.399
H 2.854 -3.036 -3.528
H 0.384 -0.030 5.446
O 2.372 -2.596 -2.821
H 0.819 2.914 3.452
H 1.492 0.638 -0.762
O -2.863 0.745 1.689
H -2.404 -0.110 1.438
H -4.553 1.429 -1.039

Name the least stable of them. run one.

Run one
59
Properties=species:S:1:pos:R:3 method="wB97M-V/def2-TZVPD" total_charge=+1 homo_lumo_gap_ev=6.81 spin_multiplicity=1
Ti -0.513 -0.279 -0.346
C 0.882 -4.598 -1.193
C 2.076 -4.605 -0.528
C 2.350 -3.621 0.407
C 1.380 -2.672 0.665
N 0.197 -2.647 0.038
C -0.034 -3.604 -0.889
C 1.560 -1.559 1.628
C 2.483 -1.586 2.634
C 2.482 -0.587 3.597
C 1.553 0.411 3.496
C 0.654 0.394 2.431
N 0.679 -0.562 1.487
C -0.501 1.300 2.317
C -0.823 2.294 3.207
C -2.074 2.871 3.090
C -2.932 2.498 2.053
C -2.468 1.576 1.152
N -1.317 0.973 1.314
H 0.684 -5.381 -1.908
H 2.829 -5.368 -0.715
H 3.306 -3.639 0.888
H -1.008 -3.610 -1.359
H 3.159 -2.420 2.712
H 3.114 -0.621 4.461
H 1.461 1.110 4.329
H -0.141 2.598 3.972
H -2.348 3.637 3.782
H -3.899 2.985 2.016
H -3.040 1.272 0.291
O -4.231 -1.231 -1.355
C -3.035 -1.178 -1.334
O -2.272 -0.914 -0.287
C -2.185 -1.398 -2.511
C -2.524 -2.023 -3.701
C -1.513 -2.219 -4.640
C -0.223 -1.826 -4.325
C 0.022 -1.154 -3.155
N -0.944 -0.988 -2.290
C 1.362 -0.734 -2.567
O 2.394 -0.832 -3.163
O 1.214 -0.342 -1.296
H -3.563 -2.343 -3.866
H -1.770 -2.755 -5.573
H 0.625 -1.998 -4.968
F 1.754 5.133 2.246
C 1.260 4.320 1.287
C -0.007 4.572 0.813
C -0.536 3.709 -0.109
C 0.170 2.626 -0.602
C -0.615 1.630 -1.395
C 1.506 2.440 -0.207
C 2.072 3.336 0.739
H -0.477 5.487 1.203
H -1.486 3.964 -0.543
H -1.665 1.955 -1.531
H -0.270 1.382 -2.411
H 2.117 1.627 -0.606
H 3.069 3.193 1.116

Run two
59
Properties=species:S:1:pos:R:3 method="wB97M-V/def2-TZVPD" total_charge=+1 homo_lumo_gap_ev=6.15 spin_multiplicity=1
Ti 0.940 -0.482 -0.806
C 1.732 -4.807 -0.303
C 1.391 -5.359 -1.526
C 0.911 -4.520 -2.563
C 0.865 -3.149 -2.364
N 1.095 -2.638 -1.120
C 1.554 -3.422 -0.142
C 0.553 -2.138 -3.385
C -0.263 -2.317 -4.476
C -0.624 -1.231 -5.310
C -0.266 0.066 -4.929
C 0.495 0.168 -3.741
N 0.780 -0.877 -3.006
C 0.806 1.496 -3.083
C 0.935 2.701 -3.691
C 1.451 3.772 -2.973
C 1.824 3.598 -1.659
C 1.643 2.368 -1.091
N 1.144 1.347 -1.798
H 1.966 -5.397 0.576
H 1.456 -6.429 -1.661
H 0.768 -4.905 -3.511
H 1.840 -2.942 0.799
H -0.684 -3.285 -4.618
H -1.200 -1.391 -6.143
H -0.609 0.975 -5.462
H 0.596 2.762 -4.720
H 1.587 4.739 -3.501
H 2.375 4.375 -1.088
H 2.008 2.059 -0.041
O 4.082 0.067 1.657
C 3.061 -0.263 1.197
O 2.781 -0.407 -0.132
C 1.780 -0.281 1.892
C 1.617 -0.557 3.174
C 0.276 -0.885 3.695
C -0.754 -0.565 2.908
C -0.626 0.080 1.589
N 0.657 -0.117 1.004
C -1.611 -0.407 0.543
O -2.814 -0.591 0.696
O -0.980 -0.498 -0.639
H 2.532 -0.754 3.764
H 0.333 -1.352 4.636
H -1.782 -0.643 3.227
F -4.833 2.951 5.574
C -3.864 2.674 4.698
C -2.547 3.017 4.928
C -1.547 2.722 3.979
C -1.956 2.108 2.800
C -0.873 1.658 1.851
C -3.312 1.751 2.597
C -4.234 2.045 3.527
H -2.267 3.443 5.836
H -0.534 2.716 4.196
H 0.125 1.942 2.193
H -0.994 2.108 0.809
H -3.479 1.202 1.726
H -5.303 1.697 3.410

Name the least stable of them. run two.

Run one
20
Properties=species:S:1:pos:R:3 method="wB97M-V/def2-TZVPD" total_charge=+1 homo_lumo_gap_ev=8.06 spin_multiplicity=1 smiles="Nc1ccc([NH3+])cc1C(=O)O"
N 1.892 1.727 0.889
C 0.857 0.775 0.776
C 0.289 0.023 1.795
C -0.546 -0.849 1.684
C -1.037 -0.984 0.529
C -0.419 -0.405 -0.711
C 0.658 0.548 -0.557
C 0.835 1.385 -1.804
O 1.700 2.266 -1.800
O 0.342 0.883 -2.868
H 0.666 1.368 -3.878
H -0.944 -0.535 -1.868
N -2.027 -2.069 0.346
H -2.885 -2.030 0.626
H -1.735 -2.996 0.514
H -2.103 -2.284 -0.857
H -0.792 -1.397 2.631
H 0.910 0.350 2.795
H 2.058 1.971 1.761
H 2.281 2.254 -0.004

Run two
20
Properties=species:S:1:pos:R:3 method="wB97M-V/def2-TZVPD" total_charge=+1 homo_lumo_gap_ev="7.78 / 7.84" spin_multiplicity=1
C -3.341 -0.186 -0.222
C -2.841 1.165 -0.256
C -2.434 -1.328 -0.110
C -1.487 1.462 -0.074
C -1.043 -0.998 0.041
C -0.602 0.356 0.076
C 1.090 -0.932 0.265
N 0.093 -1.774 0.195
N 3.637 1.028 -0.070
O 0.792 0.295 0.235
O 3.170 -1.467 0.545
H -4.384 -0.498 -0.257
H -3.525 1.987 -0.128
H -2.683 -2.324 -0.395
H -1.034 2.409 0.092
H 0.235 -2.815 0.134
H 3.315 1.432 0.850
H 2.993 1.389 -0.777
H 4.669 1.297 -0.233
H 3.380 -0.500 0.089

Name the least stable of them. run one.